[1]
ORCA calculation (ωB97M-V with the def2-TZVPD basis set) on a structure of composition C34H43BaN10S.

```
89
Properties=species:S:1:pos:R:3:forces:R:3:mulliken_charge:R:1
Ba 0.7897 1.0431 0.4392 -0.3114 -0.2969 -0.3607 1.51
C -1.4532 -0.9948 -2.5267 -0.0810 -0.0065 0.2995 -1.08
C -1.9137 -1.4173 -1.1257 0.0187 0.1246 -0.1914 -0.81
N -2.2728 -0.2707 -0.2906 0.2684 0.0008 0.3887 0.15
C -3.4331 0.4915 -0.7444 0.1426 0.2302 0.0263 -1.17
C -3.2494 1.9915 -0.5498 0.1637 0.0147 -0.1753 0.09
S -1.8164 2.7448 -1.3911 0.1372 -0.0443 0.0133 -0.01
C -1.9160 2.0775 -3.0841 0.0999 0.0718 0.2866 -0.86
C -0.7243 1.1857 -3.4329 -0.1883 0.0488 0.0586 -0.92
N -0.5061 0.1149 -2.4722 0.4061 0.0095 0.0593 0.52
H -1.0196 -1.8785 -3.0065 -0.0121 0.0250 -0.0668 0.52
H -2.3161 -0.7069 -3.1301 0.0144 0.0085 -0.0291 0.46
H -2.7358 -2.1360 -1.2429 0.0520 -0.0502 0.0774 0.31
H -1.0857 -1.9292 -0.6272 -0.0583 -0.0907 0.0018 0.25
H -2.4307 -0.5897 0.6573 -0.0741 -0.0758 -0.0055 0.33
H -3.6005 0.2829 -1.7989 -0.0818 -0.0436 0.0062 0.26
H -4.3518 0.2025 -0.2229 0.0218 -0.0727 -0.0131 0.49
H -4.1483 2.5246 -0.8613 -0.0342 -0.0213 0.0593 0.55
H -3.0619 2.2108 0.5021 -0.0866 0.0205 0.0085 -0.27
H -2.8657 1.5564 -3.1816 -0.0024 -0.0192 -0.1065 0.33
H -1.9380 2.9286 -3.7628 -0.0524 -0.0340 -0.0525 0.54
H -0.8775 0.8135 -4.4558 0.0666 0.0041 -0.0085 0.34
H 0.1714 1.8117 -3.4422 0.0311 -0.0318 -0.0553 0.42
H 0.4324 -0.2544 -2.5706 -0.0900 0.0008 -0.0728 -0.07
C 4.3900 -2.7132 0.7003 0.0665 -0.0414 -0.0104 -0.63
C 3.9805 -3.3492 1.8641 -0.0641 0.0772 0.0348 -0.39
C 3.1696 -2.6659 2.7518 0.0785 -0.0080 -0.1103 -0.76
C 2.7821 -1.3533 2.4636 0.0725 -0.0212 0.0492 0.26
N 3.1148 -0.7766 1.2955 -0.3358 0.2441 -0.2420 -0.24
C 3.9112 -1.4402 0.4551 0.0758 -0.0437 0.0555 -0.52
C 2.0482 -0.5330 3.4547 -0.0867 0.0648 0.5780 0.77
C 2.3813 -0.6950 4.8056 0.0915 -0.0730 -0.1827 -0.75
C 1.7667 0.0730 5.7804 -0.0428 -0.0456 0.0339 -0.81
C 0.8066 0.9997 5.4090 -0.1075 0.1942 -0.0062 -0.68
C 0.4897 1.1610 4.0631 0.1574 -0.2348 0.2493 0.71
C 1.0905 0.4089 3.0529 -0.2614 0.1511 -0.8957 -0.90
H 5.0593 -3.1959 0.0014 -0.0266 0.0256 -0.0383 0.43
H 4.2983 -4.3611 2.0813 0.0137 0.0007 0.0056 0.50
H 2.8355 -3.1340 3.6664 -0.0014 0.0214 0.0180 0.50
H 4.1826 -0.9196 -0.4561 -0.0106 -0.0331 -0.0036 0.52
H 3.1601 -1.3931 5.0928 -0.0256 -0.0076 0.0441 0.46
H 2.0384 -0.0509 6.8205 0.0069 0.0094 -0.0020 0.39
H 0.3137 1.6094 6.1583 0.0351 -0.0358 0.0376 0.41
H -0.2597 1.9055 3.8087 -0.0113 -0.0138 0.0591 0.12
C -0.0145 4.8886 2.1741 -0.0388 -0.0190 0.0225 -0.85
N -1.2211 4.3078 1.5540 0.0009 -0.2084 0.0060 0.47
C -2.1225 3.8682 2.6366 0.0133 0.0728 0.0806 -0.51
N -2.4641 4.9445 3.5568 -0.0952 0.0169 0.0319 0.03
C -1.2253 5.4894 4.1197 0.0047 -0.0113 -0.0730 -0.74
N -0.3249 5.9880 3.0752 0.0656 0.0790 0.0385 0.07
C -1.0360 7.0244 2.3186 0.0041 -0.0893 -0.0001 -0.72
N -2.2658 6.5061 1.7129 -0.0240 0.0846 -0.0328 0.09
C -1.9164 5.3954 0.8348 0.0227 0.0172 0.0144 -0.67
C -3.1256 6.0044 2.7871 0.1144 -0.0618 0.0199 -0.71
H 0.6374 5.2546 1.3759 0.0221 0.0071 0.0229 0.35
H 0.5101 4.1113 2.7394 -0.0152 -0.0105 -0.0105 0.36
H -1.6465 3.0613 3.1945 -0.0344 0.0232 -0.0066 -0.36
H -3.0483 3.4937 2.1926 0.0218 -0.0186 0.0098 0.37
H -0.7163 4.7082 4.6887 -0.0035 0.0237 0.0106 0.34
H -1.4744 6.3156 4.7868 0.0107 -0.0441 0.0478 0.35
H -0.3813 7.4064 1.5326 -0.0099 0.0030 0.0063 0.33
H -1.2889 7.8409 2.9962 0.0080 0.0180 -0.0307 0.35
H -1.2671 5.7633 0.0377 -0.0309 -0.0386 -0.0322 0.29
H -2.8289 4.9907 0.3913 0.0321 0.0268 -0.0421 0.27
H -4.0465 5.6055 2.3568 -0.0054 0.0372 -0.0010 0.34
H -3.3718 6.8280 3.4587 -0.0383 -0.0081 -0.0170 0.36
C 3.0255 -2.5860 -3.9084 0.0342 0.0587 -0.0041 -0.93
C 2.6140 -1.4593 -3.2128 0.0618 -0.0743 -0.0862 -0.34
N 1.9937 -1.5235 -2.0365 -0.0151 0.1376 0.2031 -0.28
C 1.7704 -2.7295 -1.5134 -0.1219 0.0623 -0.0374 -0.25
C 2.1154 -3.9206 -2.1358 -0.0425 0.0148 -0.1748 0.34
C 2.7737 -3.8295 -3.3619 -0.0891 -0.0473 0.1281 0.09
C 1.8448 -5.2135 -1.4791 -0.1575 -0.2775 -0.1119 -0.97
C 1.2328 -6.2854 -1.9974 0.0765 0.3137 0.1333 -0.65
C 0.5057 -6.3910 -3.2774 -0.1120 -0.1055 -0.2301 0.73
C 0.2961 -7.6403 -3.8566 0.0616 0.0888 0.0003 -0.63
C -0.4055 -7.6779 -5.0510 0.0240 -0.0239 0.0518 -0.20
N -0.8769 -6.5809 -5.6319 -0.0713 0.0212 -0.0942 -0.56
C -0.6501 -5.4423 -4.9899 -0.0045 -0.0273 -0.0103 -0.12
N 0.0005 -5.2890 -3.8474 0.2672 0.1832 0.2153 -0.31
H 3.5345 -2.4861 -4.8570 0.0039 0.0112 0.0104 0.46
H 2.7967 -0.4662 -3.6099 -0.0086 -0.0153 -0.0293 0.48
H 1.2713 -2.7457 -0.5482 0.0500 -0.0652 0.0218 0.48
H 3.0896 -4.7303 -3.8707 -0.0244 -0.0317 -0.0231 0.56
H 2.2079 -5.2872 -0.4587 0.0869 -0.0879 -0.0098 0.45
H 1.2271 -7.1961 -1.4101 -0.0424 0.0299 0.0866 0.37
H 0.6763 -8.5426 -3.3983 -0.0068 -0.0122 -0.0022 0.39
H -0.6013 -8.6122 -5.5647 0.0387 -0.0298 0.0472 0.40
H -1.0398 -4.5404 -5.4519 -0.0074 -0.0259 0.0283 0.42
```
Positions in Å, forces in eV/Å.

Output
Frontier orbital gap, Eh: 0.2690
E_HOMO, eV: -9.9
Multiplicity: 1
Charge: +1
Energy relative to the best compared isomer or geometry (same formula, charge and spin), eV: 1.374



[2]
ORCA calculation (ωB97M-V with the def2-TZVPD basis set) on a cluster of 2 separate species, C4H9NO in total.

```
15
Properties=species:S:1:pos:R:3:forces:R:3:mulliken_charge:R:1
C -1.3162 0.9931 -0.3148 -0.0300 -0.0704 0.0149 -0.55
N -0.5773 -0.0395 -0.0375 -0.0623 0.0055 -0.0372 0.06
C -0.1034 -1.2596 -0.2436 0.0064 0.1333 -0.1828 -0.38
C 0.6022 -0.4095 0.7387 0.1342 0.1124 0.2014 -0.05
C 1.8616 0.3876 0.4249 0.0489 -0.0865 0.3031 -0.56
O 2.0361 0.6186 -0.9512 -0.1542 0.1794 -0.1224 -0.52
H -1.9956 0.9440 -1.1575 0.1100 -0.0081 0.1059 0.30
H -3.1649 -1.3461 0.0207 0.0229 -0.0464 0.0022 0.11
H -1.3107 1.8343 0.3672 0.0496 -0.1224 -0.0955 0.26
H -2.5261 -1.7358 0.0382 -0.1112 0.0270 0.0093 -0.15
H 0.1740 -1.6894 -1.1962 -0.0562 0.0181 0.1117 0.22
H 0.4335 -0.5846 1.8057 0.0376 0.0120 -0.1600 0.34
H 2.7260 -0.1992 0.7534 -0.1154 0.0607 -0.0112 0.32
H 1.8683 1.3260 1.0032 -0.0197 -0.1354 -0.1072 0.27
H 1.2924 1.1600 -1.2512 0.1393 -0.0792 -0.0324 0.31
```
Positions in Å, forces in eV/Å.

Output
Frontier orbital gap (alpha / beta), Eh: 0.3073 / 0.3074
E_HOMO (alpha / beta), eV: -7.6 / -7.6
Multiplicity: 1
Energy relative to the best compared isomer or geometry (same formula, charge and spin), eV: 5.690



[3]
ORCA calculation (ωB97M-V with the def2-TZVPD basis set) on a structure of composition C22H21BrCsN5O12.

```
62
Properties=species:S:1:pos:R:3:forces:R:3:mulliken_charge:R:1
Cs -0.7853 0.4593 -0.0529 -0.1985 -1.3456 -0.1564 1.41
O -2.2675 2.9564 1.7005 -0.0772 0.1135 -0.1127 -0.72
C -1.5999 2.0607 2.2456 -0.0001 0.2635 0.5484 -0.38
O -1.8218 0.8279 2.2394 -0.6197 0.1913 1.5640 -0.78
C -0.3251 2.5124 2.9710 -0.0257 0.0127 0.0271 0.75
C -0.4241 3.3730 4.0157 -0.0065 -0.0534 -0.0442 -0.31
C 0.7265 3.8041 4.7197 0.0551 -0.0741 -0.0140 -0.47
C 1.9783 3.3691 4.3441 0.0065 0.0396 0.0314 -0.22
C 2.1021 2.4901 3.2845 -0.0297 0.0629 -0.0011 -0.39
C 0.9728 2.0258 2.4967 -0.0658 0.0690 0.1618 0.59
O 1.0707 1.3307 1.4722 1.1190 0.5979 0.9347 -0.72
N 3.4430 2.0594 2.9828 0.1131 -0.2539 0.3304 0.85
O 4.3820 2.7605 3.3638 0.0224 0.0545 -0.1452 -0.67
O 3.6168 0.9840 2.4305 0.0056 0.1028 -0.1105 -0.59
N 0.6045 4.6863 5.8342 0.0039 0.1555 -0.0519 1.01
O -0.5171 5.0545 6.1761 0.0278 -0.0432 0.0315 -0.69
O 1.6233 5.0688 6.4106 -0.0122 -0.0166 0.0774 -0.69
H -1.3937 3.7470 4.3109 -0.0251 0.0085 0.0005 0.51
H 2.8579 3.6985 4.8764 -0.0477 -0.0180 -0.0263 0.57
C 2.5065 -2.3522 2.3246 0.0110 -0.0047 0.0125 -0.64
O 1.4944 -2.4317 1.3490 -0.0344 -0.0124 0.0191 -0.28
C 1.9763 -2.2891 0.0243 0.0277 0.0236 -0.0352 -0.20
C 2.7765 -0.9994 -0.1971 -0.0080 -0.0059 0.0763 0.08
O 2.6315 -0.4805 -1.5064 -0.0354 0.0264 -0.0309 -0.30
C 2.9968 -1.3837 -2.5148 0.0352 -0.0159 -0.0339 -0.83
H 3.3136 -3.0720 2.1154 -0.0039 -0.0028 -0.0010 0.32
H 2.0497 -2.6046 3.2818 0.0079 0.0080 -0.0047 0.23
H 2.9320 -1.3483 2.3964 0.0013 0.0006 0.0015 0.20
H 1.0952 -2.2761 -0.6183 0.0098 0.0000 -0.0234 0.08
H 2.5886 -3.1704 -0.2354 -0.0614 0.0082 0.0330 0.33
H 3.8461 -1.1630 0.0130 -0.0323 0.0275 -0.0193 0.32
H 2.4121 -0.2223 0.4748 -0.0025 0.0092 0.0360 -0.14
H 4.0062 -1.7891 -2.3387 0.0004 0.0065 -0.0061 0.34
H 2.9941 -0.8350 -3.4568 -0.0049 -0.0113 -0.0026 0.23
H 2.2881 -2.2133 -2.6010 -0.0059 -0.0162 -0.0043 0.32
O -6.2081 -3.8026 2.0565 0.0206 0.0055 -0.0173 -0.55
C -5.0294 -3.2829 1.5999 0.0268 -0.0020 0.0286 1.01
C -3.8351 -3.4273 2.2978 -0.0397 0.0112 -0.0436 -0.56
C -2.6945 -2.8622 1.7560 0.0071 -0.0190 0.1233 -0.61
N -2.6839 -2.1982 0.6074 0.0303 0.0843 -0.1692 -0.20
C -3.8264 -2.0672 -0.0234 -0.1072 0.0046 -0.0191 0.09
Br -3.7868 -1.0576 -1.6253 -0.1264 -0.0614 -0.0545 -0.13
C -5.0412 -2.5866 0.4050 0.0653 -0.0074 0.0655 -0.54
H -6.0500 -4.2059 2.9159 0.0028 0.0063 0.0005 0.28
H -3.7986 -3.9516 3.2445 0.0088 -0.0147 0.0302 0.27
H -1.7410 -2.9303 2.2650 0.0265 -0.0098 0.0260 0.41
H -5.9542 -2.4387 -0.1497 -0.0164 0.0019 -0.0183 0.42
O -0.4535 -1.8417 -2.2195 0.0557 0.2100 -0.3533 -0.37
N -0.3323 -1.3616 -3.3672 -0.0502 -0.1994 0.2771 -0.63
N -0.5716 -0.0841 -3.4634 -0.0866 -0.0933 0.0460 1.09
O -0.9055 0.6862 -2.4624 -0.0213 -0.0139 -2.6192 -0.92
C -0.4347 0.4672 -4.7503 0.0260 0.1286 -0.2038 0.01
C -0.1999 -0.3156 -5.8832 0.0355 -0.0006 -0.0517 -0.34
C -0.0762 0.2930 -7.1188 -0.0037 0.0301 -0.0199 -0.42
C -0.1873 1.6740 -7.2507 0.0037 -0.0032 -0.0226 -0.47
C -0.4267 2.4408 -6.1201 0.0063 0.0120 -0.0508 -0.41
C -0.5527 1.8479 -4.8736 -0.0202 -0.0046 -0.0015 -0.42
H -0.1168 -1.3860 -5.7768 0.0006 -0.0007 -0.0037 0.42
H 0.1057 -0.3210 -7.9932 0.0031 -0.0030 -0.0113 0.34
H -0.0902 2.1415 -8.2228 0.0014 0.0053 -0.0082 0.35
H -0.5166 3.5170 -6.2044 -0.0018 0.0179 -0.0050 0.34
H -0.7436 2.4160 -3.9758 0.0035 0.0075 0.0137 0.39
```
Positions in Å, forces in eV/Å.

Output
Frontier orbital gap, Eh: 0.2198
E_HOMO, eV: -2.4
Multiplicity: 1
Charge: -2
Energy relative to the best compared isomer or geometry (same formula, charge and spin), eV: 1.930



[4]
ORCA calculation (ωB97M-V with the def2-TZVPD basis set) on a structure of composition C18H16BrIN7S2SeTm.

```
47
Properties=species:S:1:pos:R:3:forces:R:3:mulliken_charge:R:1
Tm -0.0912 -0.5110 -0.4486 1.3506 -1.3889 0.3689 0.73
C -2.0543 2.4748 4.0993 0.3034 0.3187 0.4068 -1.34
C -2.2636 1.9148 2.7330 -2.1806 0.8405 -0.1549 0.58
C -3.3608 2.3151 1.9052 1.2014 -0.7569 -0.5118 -0.44
C -3.5222 1.7269 0.6382 -0.2062 0.6412 0.1845 -0.75
C -2.6284 0.7601 0.2507 0.7624 0.3656 1.4998 0.70
Br -2.8048 0.0533 -1.5145 0.3273 -0.1425 0.0748 -0.05
N -1.6128 0.3550 1.0386 -1.1641 0.2336 0.0997 0.10
C -1.4732 0.8999 2.2923 0.5569 -1.1783 -1.8361 -0.48
H -2.1515 1.6428 4.8086 0.1077 0.3752 0.0852 0.35
H -2.7491 3.2815 4.3891 0.2018 -0.4848 -0.3232 0.38
H -1.0330 2.8850 4.1596 -0.3366 -0.1945 0.1914 0.33
H -4.0272 3.1003 2.2294 -0.0656 0.0249 0.0479 0.44
H -4.2413 2.0265 -0.1227 -0.2233 0.1673 0.6501 0.44
H -0.6647 0.4499 2.8678 -0.1091 0.2918 -0.0133 0.59
N 2.9603 -0.0137 -2.6056 -1.8277 0.2056 1.3767 -0.34
C 2.5132 -1.2953 -2.5203 0.8914 -0.2295 -0.9173 0.62
N 1.3959 -1.6327 -1.9288 -0.5855 0.2996 0.3725 -0.19
C 1.0979 -2.9976 -2.0464 2.9489 0.1866 -2.3672 0.24
C 2.0517 -3.6287 -2.8532 -2.0394 -2.2538 1.4741 -0.50
S 3.3361 -2.6554 -3.3481 -0.6466 1.7034 0.7618 -0.12
C -0.1224 -3.5057 -1.5125 -2.3828 -2.1137 0.7954 0.13
C -0.7012 -4.7260 -1.8168 1.0212 1.4872 -0.2626 -0.66
S -2.2282 -4.9453 -1.0645 0.7749 1.0327 1.3204 -0.14
C -1.9003 -3.4499 -0.0973 -1.2842 -0.9350 -0.6811 0.57
N -0.8807 -2.7628 -0.5433 0.7905 -0.0725 -0.3212 0.00
N -2.7858 -3.1016 0.8961 0.6233 -0.4343 -0.9432 -0.36
H 2.5018 0.7037 -1.9987 0.8847 -1.0797 -0.9703 0.07
H 3.8484 0.1897 -2.9772 0.9639 0.1968 -0.3630 0.22
H 2.0814 -4.7403 -3.0629 -0.0355 1.6274 0.2161 0.32
H -0.2601 -5.4628 -2.4849 -0.3988 0.1952 0.1201 0.39
H -3.4130 -3.8525 1.1906 0.3411 0.6869 0.1182 0.26
H -2.5286 -2.3809 1.5618 -0.0873 -0.3762 -0.1399 0.15
Se 3.3299 -3.3127 1.5663 -0.8095 1.3573 0.0491 -0.06
C 2.2093 -1.9432 1.3828 -0.7952 -0.3597 -0.9472 0.17
N 1.3603 -1.1344 1.0822 0.9113 -0.7874 0.5917 -0.65
I 1.1270 5.5050 -2.6257 0.3309 -0.9984 0.4839 0.19
C 1.6227 3.8018 -1.4213 -0.2645 0.0290 0.0605 -0.41
C 2.6510 3.9034 -0.4451 -1.4516 -0.2443 -1.1834 -0.21
C 2.7790 2.8508 0.4420 1.0308 -0.0764 0.1907 -0.74
C 1.9478 1.7441 0.3883 -1.1289 0.9324 -1.2890 -0.06
N 0.9449 1.6205 -0.5558 1.3525 1.4580 -0.5705 -0.12
C 0.8354 2.6361 -1.5025 -0.1154 0.2735 1.2312 -0.09
H 3.2501 4.8078 -0.4386 0.1169 -0.2444 0.2589 0.44
H 3.6150 2.8507 1.1492 -0.5091 0.0281 -0.0508 0.45
H 2.0340 0.9593 1.1089 0.0461 -0.3640 0.1631 0.44
H 0.0052 2.5938 -2.2448 0.8078 -0.2434 0.6527 0.41
```
Positions in Å, forces in eV/Å.

Output
Frontier orbital gap (alpha / beta), Eh: 0.2436 / 0.2436
E_HOMO (alpha / beta), eV: -13.0 / -13.0
Multiplicity: 3
Charge: +2



Respective max |F| values: 0.0184 0.0062 0.0509 0.0736 Eh/bohr.